121
Properties=species:S:1:pos:R:3:forces:R:3 method="wB97M-V/def2-TZVPD" orbital_gap_ev=5.2976 e_tot_ev=-99030.535 total_charge=-1 e_lumo_ev=1.714 homo_ha=-0.132
Cl 1.672 -1.861 0.428 -0.3 -0.3 0.2
Cl 1.206 0.990 1.602 0.4 0.0 -0.1
P -2.050 1.529 -1.519 -1.2 -0.4 0.1
F -5.235 -1.483 0.584 -0.4 -0.2 0.1
N -3.450 4.499 5.271 -0.1 -0.2 0.0
N 8.221 -8.953 -4.935 0.0 0.2 0.1
N 5.681 2.556 -5.910 0.2 0.1 -0.1
N 0.237 11.426 1.979 0.0 0.0 0.0
N -1.087 -1.112 3.850 0.1 0.3 0.3
N 1.705 4.196 -2.736 0.0 -0.1 -0.2
N 3.469 -3.433 -2.407 0.2 0.2 -0.2
N 1.667 5.297 4.817 0.1 0.2 -0.1
N 0.503 4.996 7.920 0.1 0.1 0.1
N -13.113 -8.648 3.284 -0.1 -0.2 -0.1
N 2.522 -8.300 -3.509 0.1 -0.1 0.1
N -9.554 -4.250 3.301 -0.1 -0.1 0.1
N 5.774 -10.316 -7.741 0.1 -0.2 -0.1
N 2.460 8.816 -1.957 0.1 0.1 -0.1
C -8.753 -3.550 2.875 0.0 0.0 0.0
C 0.142 9.198 -0.851 -0.2 0.0 0.0
C 2.457 12.164 0.845 0.1 0.0 0.0
C 2.561 4.881 -2.399 -0.1 0.0 0.0
C 1.550 -7.907 -3.973 0.0 0.0 0.0
C -0.021 1.030 -3.562 -0.3 -0.3 -0.3
C 0.329 -7.386 -4.559 -0.1 0.0 0.0
C -1.899 6.385 6.158 0.0 0.0 0.1
C 9.558 -11.058 -5.656 0.0 -0.1 0.0
C 0.576 0.717 -0.108 -0.9 -0.7 0.9
C 4.738 2.275 -5.322 0.0 0.0 0.0
C -1.375 -2.220 3.875 -0.1 0.0 -0.1
C -11.661 -6.653 4.103 0.0 0.0 0.0
C 1.390 4.190 4.926 0.0 0.1 0.0
C -4.214 -0.560 0.257 0.4 0.1 0.3
C -1.677 -0.806 0.245 -0.3 0.3 0.0
C 3.631 5.756 -1.959 0.1 0.1 0.1
C -2.758 5.329 5.654 -0.1 0.0 0.0
C 2.595 -5.616 -1.310 0.0 -0.1 0.1
C 5.455 -9.720 -6.815 0.0 0.0 0.0
C 3.088 -4.395 -1.918 0.0 0.0 0.0
C 1.190 -0.559 -0.728 0.9 0.7 0.0
C 2.450 -0.241 -1.530 -0.3 -0.2 -0.1
C 1.018 2.799 5.097 -0.1 -0.2 0.0
C -2.971 -0.837 1.081 0.3 0.1 -0.8
C -0.776 3.958 -0.659 -0.1 0.4 -0.5
C 8.808 -9.884 -5.248 0.0 0.0 0.0
C 1.428 8.970 -1.482 0.0 0.0 0.0
C -12.473 -7.769 3.645 0.0 0.0 0.0
C 3.545 1.924 -4.569 -0.1 0.0 0.0
C 5.063 -8.963 -5.641 -0.1 0.0 0.1
C 0.225 2.698 9.101 0.0 -0.1 0.1
C -1.509 0.980 -3.207 0.5 0.7 0.2
C -1.776 -3.614 3.853 0.0 -0.1 0.0
C -1.870 3.384 -1.544 0.3 -0.4 0.2
C 0.387 3.986 8.449 0.0 0.0 -0.1
C 1.217 11.761 1.487 -0.1 -0.1 0.1
C -7.738 -2.659 2.340 0.1 0.1 -0.1
B -1.079 0.700 -0.022 0.5 0.0 0.1
H 0.060 8.600 0.054 0.0 0.0 0.0
H 3.798 1.212 -3.791 0.0 -0.1 0.1
H -2.510 7.160 6.618 0.0 0.0 0.0
H 0.452 -7.288 -5.635 0.0 0.0 0.0
H 0.512 1.752 -2.964 0.2 0.2 0.2
H 4.284 5.983 -2.798 0.0 0.0 0.0
H 2.511 -0.856 -2.417 0.2 -0.3 -0.2
H -0.941 3.705 0.377 0.2 -0.3 0.3
H 3.075 12.709 1.555 0.0 0.0 0.0
H 0.977 1.573 -0.623 0.1 0.2 -0.3
H -10.927 -7.004 4.824 0.0 0.0 0.0
H 8.869 -11.826 -6.001 0.0 0.0 0.0
H 1.513 -5.658 -1.412 0.0 0.0 0.0
H 2.996 11.283 0.503 0.0 0.0 0.0
H 2.849 -5.628 -0.252 0.0 0.0 0.0
H -0.661 8.927 -1.532 0.0 0.0 0.0
H -2.033 1.634 -3.897 -0.3 0.1 -0.1
H 2.807 1.479 -5.231 0.0 0.0 0.0
H 0.055 10.249 -0.589 -0.1 0.0 0.1
H -3.066 -1.833 1.503 -0.3 -0.2 0.3
H -1.321 6.818 5.346 0.1 0.0 0.0
H -0.797 5.046 -0.729 0.1 0.3 0.0
H -0.067 2.713 5.116 0.0 -0.1 0.0
H -2.871 -0.093 1.857 -0.1 0.0 0.5
H 10.235 -10.796 -6.465 0.0 0.0 0.0
H 0.202 3.645 -1.011 0.1 -0.1 0.3
H 2.239 12.803 -0.007 0.0 0.0 0.0
H 0.912 1.976 8.666 0.0 0.0 0.0
H 3.036 -6.481 -1.798 0.0 0.0 0.0
H 3.325 -0.416 -0.925 0.4 0.1 0.1
H -4.598 0.431 0.455 -0.3 0.2 -0.1
H -1.216 5.966 6.893 0.1 0.1 0.0
H 0.434 2.796 10.164 0.0 0.0 0.0
H -12.295 -5.907 4.575 0.0 0.1 0.0
H 0.126 1.303 -4.605 0.0 0.1 -0.3
H 2.415 0.793 -1.833 0.1 0.4 -0.2
H 1.401 2.190 4.283 0.0 0.0 -0.1
H -1.334 -4.106 2.989 0.0 0.0 0.0
H -0.963 -1.421 0.783 0.3 0.0 0.1
H 3.119 2.815 -4.113 -0.1 0.0 0.0
H -2.826 3.779 -1.221 -0.3 0.1 0.1
H -1.901 -1.343 -0.681 0.1 -0.2 -0.3
H -1.742 3.715 -2.570 0.1 0.0 -0.3
H -1.439 -4.112 4.760 0.0 -0.1 0.0
H 5.936 -8.798 -5.015 0.0 0.1 0.0
H 0.108 -6.408 -4.135 0.0 0.0 0.0
H -6.966 -3.232 1.833 0.1 0.0 0.0
H -2.859 -3.682 3.786 0.0 0.0 0.0
H -0.795 2.347 8.965 0.0 0.0 0.0
H -11.141 -6.193 3.269 0.1 0.1 0.0
H 4.647 -8.003 -5.936 0.0 0.0 0.0
H -8.186 -1.971 1.628 0.0 0.0 0.0
H 4.315 -9.513 -5.076 -0.1 0.0 0.0
H 0.426 0.049 -3.460 0.3 -0.2 0.3
H 10.132 -11.438 -4.814 0.0 0.0 0.0
H -1.383 1.377 0.943 -0.2 0.2 -0.2
H 0.459 -1.033 -1.362 -0.4 -0.1 -0.1
H -0.496 -8.062 -4.351 0.0 0.0 0.0
H 3.203 6.687 -1.591 0.1 -0.1 0.0
H -1.928 -0.005 -3.364 0.0 -0.4 0.0
H -7.283 -2.090 3.146 0.0 0.0 0.0
H 4.206 5.269 -1.175 0.0 0.0 0.0
H 1.426 2.431 6.037 0.0 0.0 0.0
H -4.002 -0.652 -0.798 -0.2 -0.1 -0.3



15
Properties=species:S:1:pos:R:3:forces:R:3 method="wB97M-V/def2-TZVPD" smiles=CC[Si@@]1(C)NO1 relative_energy_kj_mol=104.37 orbital_gap_ev=9.7464 e_tot_ev=-14671.316 e_lumo_ev=0.711 homo_ha=-0.332
Si 1.031 0.056 -0.378 -0.5 -0.4 -0.8
O 1.701 0.963 0.820 -0.2 -0.2 1.2
N 2.042 1.440 -0.559 0.0 0.4 -1.1
C -0.708 0.469 -1.011 0.3 -0.5 0.3
C -1.516 1.349 -0.061 0.1 0.0 0.1
C 1.622 -1.739 -0.500 -0.3 0.6 0.1
H -0.928 2.207 0.251 0.0 0.1 0.1
H -1.267 -0.442 -1.228 0.0 -0.1 -0.1
H -2.420 1.709 -0.549 -0.1 0.0 0.0
H 3.025 1.259 -0.695 0.5 -0.1 0.2
H 0.787 -2.421 -0.627 -0.2 -0.1 0.0
H -1.804 0.792 0.829 -0.1 0.0 0.1
H -0.594 0.998 -1.959 0.2 -0.1 -0.1
H 2.162 -2.032 0.397 0.1 0.1 0.1
H 2.286 -1.877 -1.348 0.1 0.0 -0.2



15
Properties=species:S:1:pos:R:3:forces:R:3 method="wB97M-V/def2-TZVPD" relative_energy_kj_mol=0.00 orbital_gap_ev=7.1859 e_tot_ev=-10234.840 total_charge=+1 e_lumo_ev=-4.370 homo_ha=-0.425
La -0.338 1.036 1.209 0.1 0.1 0.2
O -2.190 1.841 1.779 -0.2 -0.2 -0.4
O 0.542 0.856 -1.356 -3.2 0.5 1.6
O -1.890 -0.899 1.092 0.6 0.5 -0.1
C -2.664 1.262 0.539 -0.2 0.0 0.4
C -3.117 -0.150 0.810 -0.3 -0.2 0.0
C -2.058 -2.179 1.665 -0.3 -0.7 0.3
H -2.528 -2.100 2.657 0.1 0.0 -0.3
H -3.479 1.849 0.084 0.8 0.0 0.0
H -3.752 -0.257 1.711 0.1 0.2 -0.3
H -0.517 0.920 -1.213 2.5 -0.2 -1.5
H -3.609 -0.615 -0.060 0.2 0.2 0.3
H -2.683 -2.805 1.012 0.2 0.2 0.2
H 0.688 0.028 -1.821 0.0 -0.2 -0.3
H -1.066 -2.632 1.766 -0.2 0.0 0.0



101
Properties=species:S:1:pos:R:3:forces:R:3 method="wB97M-V/def2-TZVPD" orbital_gap_ev=9.1539 e_tot_ev=-71331.564 e_lumo_ev=0.092 homo_ha=-0.333
F -8.617 -2.315 1.193 -0.9 0.0 0.2
F -6.920 -3.503 0.738 0.5 -1.1 -0.2
F -1.826 -6.105 -2.828 0.1 -0.2 -0.3
F -7.213 -1.629 -0.255 0.3 0.3 -0.9
O -3.962 -2.895 0.184 0.2 0.2 0.3
O -0.062 -4.185 5.995 0.0 0.0 0.0
O -1.373 -4.354 0.051 0.3 0.4 -0.5
O 7.929 2.833 -3.180 0.1 0.0 0.0
O -3.656 -0.652 0.842 -0.9 0.0 -0.3
O 0.906 3.666 -4.381 0.0 -0.3 0.1
O -0.831 -1.566 7.378 -0.1 -0.3 0.0
O -0.996 2.385 -2.326 0.0 0.0 0.0
O 7.261 0.347 -1.496 0.1 0.0 -0.3
O -3.212 -4.529 -3.583 2.2 -0.9 1.7
O 4.936 2.507 -2.678 0.2 0.2 0.2
O -2.805 -1.365 -1.234 -0.1 0.0 0.4
O 1.311 3.997 -1.120 -0.4 0.1 0.0
O -1.576 -2.250 4.147 0.3 -0.1 0.1
N -1.366 -3.962 -2.249 0.4 -0.6 -0.1
N -5.175 -0.919 -2.841 0.3 0.2 -0.1
C 0.685 -2.985 6.117 0.1 0.0 -0.1
C 7.757 -0.946 -1.759 -0.1 0.0 0.1
C -1.818 -3.741 -0.887 -0.6 0.1 0.1
C -5.189 -2.120 2.318 0.4 0.1 -1.1
C -1.450 -4.101 5.709 0.0 0.0 0.1
C -1.093 3.631 -3.002 -0.1 0.0 0.1
C 5.571 2.776 -3.914 -0.2 -0.2 0.1
C -6.559 -1.524 2.001 -0.1 -0.4 0.4
C 6.957 2.171 -3.974 0.1 0.0 -0.1
C -4.369 0.771 -1.144 0.0 -0.6 -0.4
C 4.182 3.598 -2.169 0.2 -0.2 -0.2
C 1.480 2.970 -5.465 0.0 0.2 0.0
C 0.871 2.702 -0.743 0.3 0.0 0.0
C -1.786 -3.645 4.306 -0.1 0.2 0.0
C -2.222 -4.837 -2.950 -2.3 1.5 -1.4
C 8.279 1.306 -1.265 -0.2 0.0 0.1
C -0.511 3.649 -4.398 0.1 0.2 0.0
C -7.314 -2.264 0.921 -0.2 0.8 0.5
C 1.029 4.992 -0.160 0.1 0.0 -0.1
C -1.489 -1.593 8.625 0.0 0.1 -0.1
C -5.176 0.482 -2.431 -0.2 0.0 0.4
C 0.435 -2.207 7.390 0.0 0.2 -0.1
C 0.287 1.936 -1.910 -0.1 -0.1 0.0
C 7.881 2.676 -1.769 0.0 0.1 0.0
C -1.150 -1.900 2.850 -0.1 0.0 0.1
B -2.925 -2.588 -0.669 0.0 -1.0 -0.5
B -3.584 -0.447 -0.542 0.5 1.2 -0.1
B -4.234 -1.877 1.094 0.2 -0.3 0.5
H 6.932 1.101 -3.766 -0.1 0.0 0.2
H -2.514 -1.263 8.463 0.0 0.1 0.0
H 1.222 5.959 -0.623 0.1 0.0 0.0
H -5.612 -0.975 -3.745 -0.1 -0.3 -0.2
H 4.780 4.518 -2.173 0.0 0.0 0.0
H 8.622 3.383 -1.389 0.0 0.0 0.0
H -0.430 -4.358 -2.258 0.0 -0.2 0.4
H 0.120 2.763 0.052 0.0 0.0 0.0
H 5.643 3.854 -4.090 0.0 0.0 0.0
H -4.793 -1.646 3.199 0.2 0.2 0.4
H 1.362 3.528 -6.400 0.0 -0.1 -0.1
H 6.912 2.978 -1.370 -0.1 -0.2 0.0
H -1.975 -1.990 2.137 0.2 -0.1 -0.1
H 0.520 -2.884 8.246 0.0 0.0 0.0
H 3.923 3.366 -1.139 -0.1 -0.1 0.0
H -0.022 4.961 0.147 0.0 0.0 0.1
H -6.191 0.841 -2.272 -0.3 0.2 0.1
H -5.036 1.119 -0.369 -0.2 0.2 0.3
H 1.040 1.973 -5.576 0.0 0.0 0.0
H -7.183 -1.545 2.881 -0.3 -0.1 0.3
H -0.691 4.443 -2.394 0.2 0.0 -0.1
H 3.264 3.748 -2.739 -0.1 0.1 0.0
H 0.986 1.884 -2.746 0.1 0.2 0.0
H 1.671 4.885 0.721 -0.1 0.0 0.1
H -1.813 -5.127 5.806 0.0 0.0 0.0
H -2.847 -3.857 4.113 0.0 -0.2 0.0
H -0.880 2.775 -4.946 0.0 0.0 0.0
H -1.515 -2.608 9.039 0.0 0.0 0.0
H 7.313 2.287 -5.002 0.0 0.0 0.0
H 1.728 -3.310 6.142 0.0 0.0 0.0
H 2.541 2.854 -5.256 0.1 0.1 0.0
H -5.253 -3.187 2.450 -0.2 -0.4 0.4
H -1.183 -4.213 3.589 0.0 0.0 0.0
H -0.314 -2.526 2.520 0.0 0.0 0.0
H 8.155 -1.410 -0.849 0.1 0.0 0.0
H -5.715 -1.485 -2.202 -0.2 -0.1 0.0
H -1.973 -3.501 6.455 0.0 0.2 -0.1
H -2.167 3.807 -3.103 0.0 0.0 0.0
H 9.214 1.005 -1.751 0.0 0.0 0.0
H -4.788 1.083 -3.236 0.3 0.0 -0.4
H -3.693 1.593 -1.355 0.4 0.1 0.1
H 0.571 -2.352 5.236 -0.2 0.1 0.1
H -6.491 -0.489 1.710 0.1 0.4 -0.2
H 1.738 2.148 -0.360 -0.1 -0.1 0.1
H 6.928 -1.549 -2.126 0.0 0.0 0.1
H 4.967 2.332 -4.716 0.1 0.1 -0.1
H -0.860 4.556 -4.911 -0.2 -0.1 0.0
H 8.453 1.369 -0.182 0.2 0.1 0.0
H -0.821 -0.862 2.875 -0.1 0.0 0.0
H 0.123 0.910 -1.572 0.0 0.0 0.0
H -1.008 -0.918 9.341 0.0 -0.1 0.1
H 8.536 -0.925 -2.528 0.0 0.0 0.0
H 1.207 -1.432 7.482 0.1 -0.1 0.1



48
Properties=species:S:1:pos:R:3:forces:R:3 method="wB97M-V/def2-TZVPD" smiles="CCCNCC=O.O.O.O.O.O.O.O.O.O.O" relative_energy_kj_mol=316.35 orbital_gap_ev=9.8918 e_tot_ev=-29699.845 e_lumo_ev=0.300 homo_ha=-0.353
O -4.234 -0.585 0.452 0.7 -0.3 0.7
O -1.700 3.496 -0.809 0.7 0.3 -0.4
O 2.854 -2.524 -0.697 -0.2 1.3 0.1
O 3.068 -1.163 -3.085 -0.1 0.5 -0.1
O -3.496 -3.212 1.009 -0.2 -0.7 0.1
O -3.651 1.949 0.422 -0.8 0.0 -0.1
O 0.467 3.206 -2.513 1.0 -0.2 -1.2
O 3.751 -0.102 0.306 0.5 0.4 0.1
O 1.901 1.413 -1.220 0.0 0.1 -0.3
O -1.715 0.102 2.828 -0.5 -0.4 -0.2
O -0.066 -0.350 -3.128 -0.4 0.4 -0.4
N -0.292 0.279 0.206 0.1 -2.5 0.2
C -0.998 -0.340 -0.943 -2.0 0.9 -0.6
C -0.704 0.271 -2.311 1.4 -1.1 1.1
C 2.300 -1.192 2.542 0.4 -0.5 1.6
C 0.241 -0.897 0.983 0.8 0.1 0.5
C 1.042 -0.387 2.181 1.4 0.1 -0.4
H -1.331 4.167 -0.226 -0.3 0.0 0.3
H -0.999 -1.425 -1.039 1.1 -0.1 0.2
H -1.020 1.299 -2.455 -0.3 0.4 -0.2
H -0.922 0.632 0.920 -0.4 0.5 -0.5
H 2.621 0.840 -0.914 -0.3 0.3 0.5
H -2.589 0.471 2.964 -0.3 0.3 0.2
H -4.378 0.210 -0.076 -0.4 -0.1 0.0
H 4.455 -0.629 -0.074 0.2 -0.4 -0.5
H -4.738 -1.370 0.231 -0.3 0.3 -0.5
H 1.368 0.603 1.849 0.1 0.1 0.3
H 2.220 -1.819 3.444 -0.9 -0.2 -0.4
H 4.189 0.267 1.082 -0.4 0.2 0.1
H 0.829 -1.543 0.326 0.2 0.4 0.0
H -1.927 -0.787 2.496 0.2 0.3 0.2
H 3.112 -0.579 2.946 0.0 0.5 -0.6
H 1.393 2.928 -2.339 -0.6 0.1 0.9
H 0.481 -0.261 3.094 -0.4 0.1 -0.1
H -0.992 3.462 -1.492 -0.4 -0.3 0.2
H 2.885 -2.001 -1.528 0.1 -1.1 0.1
H 0.409 2.818 -3.400 -0.6 0.3 0.1
H -3.032 -2.397 0.818 0.0 0.4 0.2
H -0.520 -1.585 1.368 -0.5 0.1 -0.4
H 2.951 -1.148 -4.046 -0.1 -0.1 0.4
H 2.377 -0.578 -2.731 0.0 0.0 -0.4
H -3.809 -3.187 1.922 0.2 0.2 -0.2
H 1.117 1.334 -0.624 0.7 -0.5 -0.1
H -3.504 2.571 -0.306 0.6 -0.1 0.3
H -2.802 1.593 0.693 0.2 0.3 -0.3
H -2.079 -0.218 -0.857 -0.3 0.5 0.3
H 2.705 -1.851 1.791 0.0 0.0 -0.3
H 2.760 -1.782 -0.062 0.1 -0.9 -0.2



16
Properties=species:S:1:pos:R:3:forces:R:3 method="wB97M-V/def2-TZVPD" smiles=CC.CC relative_energy_kj_mol=57.31 orbital_gap_ev=12.6157 e_tot_ev=-4341.934 e_lumo_ev=1.148 homo_ha=-0.421
C -1.404 1.379 1.098 1.4 0.3 1.0
C 1.410 -0.993 0.249 1.1 -0.3 0.1
C -1.863 0.571 -0.081 0.1 0.3 -2.2
C 1.824 -0.954 -1.257 0.2 -3.9 1.2
H -1.119 0.795 2.017 -0.3 0.3 -0.9
H 0.344 -1.182 0.362 0.2 -0.2 0.2
H 1.294 -0.201 -1.781 0.1 1.0 -0.6
H -1.183 -0.285 -0.330 -0.8 0.7 0.4
H -0.477 1.900 0.730 -0.7 -0.3 0.8
H -1.770 1.280 -0.969 -0.2 -1.0 0.8
H 1.663 -0.053 0.728 -0.3 0.5 -0.1
H 1.498 -1.977 -1.739 0.5 1.9 0.8
H 2.032 -1.692 0.884 -0.9 0.2 -1.0
H -2.910 0.247 -0.107 0.3 -0.1 0.4
H -2.114 2.148 1.436 0.1 -0.2 -0.3
H 2.937 -0.998 -1.280 -0.8 0.7 -0.5